# 1
{"formula": "C27H40I2N2O7P2", "method": "the ωB97M-V functional and the def2-TZVPD basis", "elements": ["C", "C", "P", "C", "C", "C", "P", "O", "O", "C", "C", "O", "C", "C", "C", "C", "C", "I", "C", "C", "C", "I", "H", "H", "H", "H", "H", "H", "H", "H", "H", "H", "H", "H", "H", "H", "H", "H", "H", "H", "H", "H", "H", "H", "H", "H", "H", "H", "H", "H", "H", "H", "C", "C", "C", "C", "C", "C", "N", "O", "O", "H", "H", "H", "H", "H", "C", "C", "C", "C", "C", "C", "N", "O", "O", "H", "H", "H", "H", "H"], "xyz": [[-0.207, 0.964, 2.765], [-0.423, 1.229, 1.609], [-0.843, 1.776, -0.185], [-1.446, 2.523, -1.844], [-2.973, 2.480, -2.017], [-3.497, 1.198, -2.686], [-5.058, 1.550, -3.523], [-4.990, 2.745, -4.369], [-6.190, 1.720, -2.406], [-6.260, 0.891, -1.234], [-7.710, 0.486, -0.994], [-5.464, 0.257, -4.376], [-5.018, -1.067, -4.038], [-3.789, -1.479, -4.850], [-1.125, 0.026, -0.729], [-0.232, -1.099, -0.192], [0.015, -2.143, -1.286], [-1.180, -2.176, 1.415], [0.755, 2.733, -0.197], [1.691, 2.796, -1.410], [1.437, 3.936, -2.410], [1.933, 0.956, -2.484], [-0.260, 0.803, 3.817], [-1.952, 2.407, 0.421], [-0.975, 2.067, -2.717], [-1.168, 3.579, -1.807], [-3.261, 3.318, -2.652], [-3.477, 2.636, -1.059], [-2.809, 0.820, -3.442], [-3.641, 0.420, -1.937], [-5.891, 1.476, -0.392], [-5.653, -0.005, -1.350], [-7.936, -0.460, -1.484], [-7.916, 0.403, 0.071], [-8.356, 1.237, -1.444], [-4.823, -1.168, -2.971], [-5.854, -1.724, -4.271], [-3.622, -0.763, -5.653], [-2.898, -1.524, -4.226], [-3.950, -2.453, -5.306], [-2.166, -0.226, -0.526], [-1.018, 0.032, -1.814], [0.730, -0.737, 0.164], [0.751, -2.879, -0.971], [0.303, -1.660, -2.220], [-0.909, -2.690, -1.483], [1.331, 2.386, 0.656], [0.461, 3.762, 0.033], [2.684, 2.957, -0.997], [2.390, 4.277, -2.811], [0.856, 3.588, -3.262], [0.897, 4.753, -1.935], [8.054, 1.664, 0.788], [7.853, 0.329, 1.112], [6.568, -0.164, 1.269], [5.504, 0.700, 1.093], [5.679, 2.034, 0.774], [6.969, 2.515, 0.622], [4.135, 0.180, 1.242], [4.005, -0.989, 1.546], [3.213, 0.945, 1.049], [9.059, 2.042, 0.664], [8.699, -0.332, 1.242], [6.395, -1.199, 1.520], [4.826, 2.683, 0.650], [7.127, 3.555, 0.373], [2.774, -2.762, 4.149], [1.515, -3.311, 3.945], [1.082, -4.366, 4.732], [1.925, -4.850, 5.715], [3.184, -4.321, 5.934], [3.607, -3.268, 5.139], [1.465, -5.962, 6.565], [0.365, -6.424, 6.342], [2.213, -6.351, 7.439], [3.106, -1.939, 3.529], [0.867, -2.915, 3.172], [0.107, -4.805, 4.585], [3.818, -4.725, 6.708], [4.588, -2.841, 5.294]], "mulliken_charge": [-0.456, -0.816, 1.350, -0.943, -1.011, 0.065, 0.752, -0.779, -0.393, 0.266, -1.324, -0.417, 0.128, -1.209, -0.600, -0.106, -1.496, 0.033, -1.135, 0.231, -1.339, 0.039, 0.442, -0.237, 0.366, 0.326, 0.611, 0.150, 0.589, -0.124, 0.252, 0.111, 0.284, 0.386, 0.315, 0.017, 0.478, 0.311, 0.239, 0.371, 0.399, 0.327, 0.320, 0.395, 0.309, 0.414, 0.357, 0.515, 0.254, 0.382, 0.352, 0.349, -0.464, -0.487, -0.367, 0.144, -0.214, -0.541, 0.916, -0.615, -0.459, 0.385, 0.381, 0.482, 0.401, 0.384, -0.445, 0.148, -0.419, 0.016, -0.401, -0.458, 1.019, -0.610, -0.611, 0.441, -0.048, 0.470, 0.459, 0.390], "gap_ev": 7.98, "mol_weight_g_mol": 820.4, "homo_energy_ev": -8.906, "lumo_energy_ev": -0.9280, "smiles": "C#C[PH](CCCP(=O)(OCC)OCC)(C[C@H](C)I)C[C@H](C)I.O=[N+]([O-])c1ccccc1.O=[N+]([O-])c1ccccc1", "relative_energy_kcal_mol": 0.0}

# 2
{"formula": "C27H40NORe", "method": "the ωB97M-V functional and the def2-TZVPD basis", "elements": ["C", "C", "C", "C", "C", "Re", "C", "C", "H", "C", "H", "H", "C", "H", "H", "H", "C", "H", "H", "H", "C", "H", "H", "H", "C", "H", "H", "H", "C", "H", "H", "H", "C", "H", "H", "H", "C", "H", "H", "H", "C", "C", "C", "C", "H", "C", "H", "C", "H", "H", "H", "O", "C", "C", "C", "C", "C", "C", "N", "H", "H", "H", "H", "H", "H", "H", "H", "H", "H", "H"], "xyz": [[1.387, -2.285, 0.122], [1.829, -1.491, -0.988], [0.830, -1.564, -2.022], [-0.231, -2.415, -1.552], [0.106, -2.850, -0.219], [-0.026, -0.796, -0.264], [-2.261, 1.409, -1.748], [-1.924, 0.852, -0.493], [-1.735, 1.534, 0.347], [-2.139, -0.569, -0.136], [-2.731, -1.124, -0.867], [-2.467, -0.752, 0.898], [-2.953, 2.804, -1.792], [-2.404, 3.495, -1.129], [-2.826, 3.244, -2.805], [-4.073, 2.828, -1.495], [-2.486, 0.517, -2.976], [-1.611, -0.139, -3.179], [-3.444, -0.150, -2.985], [-2.545, 1.144, -3.877], [3.099, -0.706, -1.037], [3.189, -0.048, -0.162], [3.966, -1.381, -1.027], [3.143, -0.091, -1.939], [1.005, -1.025, -3.409], [1.424, -0.013, -3.384], [1.711, -1.666, -3.967], [0.059, -1.010, -3.966], [-1.349, -2.976, -2.378], [-1.467, -2.423, -3.315], [-1.148, -4.030, -2.627], [-2.300, -2.952, -1.835], [-0.668, -3.822, 0.621], [-1.721, -3.854, 0.320], [-0.254, -4.839, 0.529], [-0.624, -3.548, 1.683], [2.146, -2.526, 1.386], [1.471, -2.746, 2.222], [2.827, -3.383, 1.273], [2.753, -1.651, 1.651], [1.416, 2.369, -1.963], [-0.021, 2.426, -2.424], [2.565, 2.826, -2.272], [0.166, 2.605, -3.778], [-1.045, 2.122, -2.008], [2.655, 2.991, -3.736], [3.509, 2.983, -1.571], [1.405, 2.779, -4.427], [-0.772, 2.390, -4.347], [3.558, 3.272, -4.342], [1.333, 2.833, -5.523], [0.190, 0.436, 1.368], [0.231, 0.238, 2.640], [1.296, 0.871, 3.477], [0.746, 1.947, 4.418], [0.147, 1.377, 5.703], [-1.107, 0.538, 5.477], [-0.862, -0.739, 4.682], [-0.705, -0.500, 3.236], [1.789, 0.071, 4.058], [2.028, 1.305, 2.784], [1.567, 2.629, 4.683], [-0.008, 2.550, 3.890], [0.902, 0.770, 6.226], [-0.109, 2.212, 6.367], [-1.512, 0.236, 6.453], [-1.884, 1.138, 4.983], [0.021, -1.271, 5.069], [-1.726, -1.404, 4.789], [-1.334, -1.001, 2.608]], "mulliken_charge": [0.536, 0.521, 0.905, 0.205, 0.777, 0.004, 1.334, -1.003, 0.298, -1.072, 0.471, 0.435, -1.167, 0.410, 0.370, 0.273, -0.978, 0.053, 0.299, 0.449, -1.423, 0.205, 0.349, 0.403, -1.117, 0.055, 0.313, 0.436, -1.495, 0.355, 0.329, 0.344, -1.460, 0.360, 0.344, 0.305, -1.039, 0.314, 0.302, 0.317, -0.126, 0.804, -0.692, -0.123, -0.696, -0.137, 0.314, -0.849, 0.213, 0.359, 0.379, -0.364, 0.068, -0.651, -0.668, -0.712, -0.633, -0.788, 0.239, 0.449, 0.289, 0.420, 0.325, 0.314, 0.338, 0.372, 0.300, 0.343, 0.447, 0.148], "gap_ev": [6.52, 6.82], "mol_weight_g_mol": 580.8, "homo_energy_ev": [-9.348, -10.351], "lumo_energy_ev": [-2.8300, -3.5303], "spin_multiplicity": 4, "charge": 1}

# 3
{"formula": "C27H41BrF4N4O4RuSi", "method": "the ωB97M-V functional and the def2-TZVPD basis", "elements": ["Ru", "C", "N", "C", "C", "C", "N", "C", "C", "F", "C", "F", "C", "C", "F", "C", "F", "H", "H", "H", "H", "H", "H", "H", "H", "H", "H", "H", "O", "C", "O", "C", "C", "N", "N", "C", "C", "O", "O", "H", "H", "H", "C", "C", "C", "C", "Si", "Br", "C", "C", "C", "C", "C", "C", "C", "C", "H", "H", "H", "H", "H", "H", "H", "H", "H", "H", "H", "H", "H", "H", "H", "H", "H", "H", "H", "H", "H", "H", "H", "H", "H", "H", "H"], "xyz": [[-1.097, -2.022, -0.295], [-3.500, -0.446, 0.520], [-3.130, -1.307, -0.615], [-3.307, -0.556, -1.870], [-4.012, -2.497, -0.654], [-3.489, -3.557, 0.317], [-2.090, -3.706, 0.017], [-1.480, -4.909, 0.097], [-0.434, -5.190, -0.813], [-0.195, -4.229, -1.733], [0.222, -6.408, -0.814], [1.190, -6.643, -1.683], [-0.150, -7.405, 0.083], [-1.174, -7.157, 0.988], [-1.519, -8.085, 1.868], [-1.833, -5.935, 1.002], [-2.758, -5.665, 1.937], [-4.522, -0.068, 0.404], [-2.822, 0.408, 0.573], [-3.433, -1.008, 1.452], [-4.368, -0.388, -2.076], [-2.873, -1.127, -2.694], [-2.816, 0.415, -1.810], [-3.979, -2.916, -1.665], [-5.047, -2.225, -0.416], [-4.041, -4.493, 0.173], [-3.639, -3.244, 1.360], [0.345, -8.364, 0.057], [2.621, -3.127, 5.238], [2.240, -3.254, 3.976], [2.906, -3.790, 3.141], [0.882, -2.734, 3.613], [-0.319, -2.726, 4.305], [-1.273, -2.327, 3.449], [-0.778, -2.070, 2.233], [0.526, -2.317, 2.317], [1.366, -2.174, 1.058], [2.401, -1.562, 1.055], [0.748, -2.720, 0.077], [2.012, -2.654, 5.819], [-0.558, -3.009, 5.311], [-2.261, -2.239, 3.653], [3.366, 1.686, 0.582], [3.193, 2.649, -0.595], [3.827, 2.017, -1.834], [3.897, 3.980, -0.293], [1.288, 3.088, -0.924], [-0.063, 0.088, -0.827], [0.769, 3.500, -2.787], [-0.724, 3.845, -2.872], [1.029, 2.317, -3.721], [1.571, 4.729, -3.241], [0.143, 3.757, 0.527], [0.670, 3.269, 1.883], [0.156, 5.295, 0.515], [-1.319, 3.301, 0.406], [4.424, 1.453, 0.683], [2.850, 0.744, 0.420], [3.044, 2.114, 1.524], [4.866, 1.781, -1.612], [3.832, 2.692, -2.684], [3.340, 1.084, -2.103], [4.958, 3.784, -0.153], [3.528, 4.450, 0.614], [3.801, 4.690, -1.110], [-1.343, 3.004, -2.572], [-0.954, 4.078, -3.911], [-0.978, 4.723, -2.286], [0.505, 1.432, -3.374], [2.083, 2.086, -3.822], [0.655, 2.569, -4.711], [1.395, 5.586, -2.594], [1.248, 4.998, -4.245], [2.640, 4.539, -3.286], [1.668, 3.645, 2.085], [0.674, 2.184, 1.928], [0.020, 3.646, 2.669], [1.145, 5.701, 0.703], [-0.505, 5.645, 1.304], [-0.211, 5.700, -0.423], [-1.381, 2.233, 0.228], [-1.839, 3.822, -0.388], [-1.827, 3.524, 1.340]], "mulliken_charge": [0.027, -0.574, 0.778, -1.120, -1.067, -0.610, 0.401, 0.083, 0.508, -0.254, -0.041, -0.254, -0.407, 0.054, -0.254, 0.589, -0.303, 0.426, -0.231, 0.295, 0.350, 0.367, 0.332, 0.408, 0.334, 0.489, 0.322, 0.541, -0.461, 0.640, -0.489, 0.347, -0.497, -0.319, 0.350, 0.131, 0.374, -0.608, -0.712, 0.325, 0.469, 0.197, -2.096, 2.525, -2.046, -1.761, -1.463, 0.377, 2.336, -1.605, -1.697, -1.806, 2.507, -2.042, -1.715, -1.592, 0.562, 0.500, 0.296, 0.593, 0.401, 0.413, 0.511, 0.343, 0.392, 0.091, 0.632, 0.362, 0.320, 0.338, 0.523, 0.408, 0.514, 0.327, 0.414, 0.334, 0.629, 0.403, 0.494, 0.368, 0.018, 0.345, 0.612], "gap_ev": [5.54, 5.27], "mol_weight_g_mol": 770.7, "homo_energy_ev": [-14.708, -14.512], "lumo_energy_ev": [-9.1699, -9.2412], "relative_energy_kcal_mol": 84.8, "charge": 2}